(i)
9 unconnected molecules or ions with the total composition H16O7S. Source: the OMol25 dataset; level of theory: ωB97M-V/def2-TZVPD.

spin multiplicity	1
HOMO level	-0.3721	Eh
charge	0
orbital gap	3.48	eV

Each line ends with the natural charge from an NBO analysis.
Cartesian coordinates (Å):
S 1.78 0.26 2.22  0.107
H 0.77 1.08 2.09  0.139
H -0.26 -1.13 2.97  -0.024
H -1.00 2.56 -0.21  0.525
H -0.28 3.27 0.91  0.473
O -0.51 2.42 0.62  -1.002
H -2.57 1.85 -2.21  0.484
H -1.30 1.10 -1.63  0.512
O -1.90 1.93 -1.52  -1.017
H -0.41 -1.74 2.79  0.060
H 1.80 -1.77 0.94  0.452
O 1.80 -2.23 0.09  -0.954
H 0.86 -2.40 -0.23  0.507
H -1.25 -2.84 -0.53  0.458
O -0.71 -2.07 -0.50  -0.905
H 0.87 0.00 -1.55  0.499
H -0.46 -0.67 -1.76  0.490
O -0.06 0.17 -2.07  -1.015
H -1.42 -0.91 0.41  0.490
H -1.02 0.58 0.60  0.480
O -1.80 -0.02 0.73  -0.819
H 2.28 0.86 -0.38  0.473
H 2.47 -0.56 -0.60  0.502
O 2.32 0.26 -1.15  -0.915

---

(ii)
8 unconnected molecules or ions with the total composition H16O7S. Source: the OMol25 dataset; level of theory: ωB97M-V/def2-TZVPD.

spin multiplicity	1
SMILES	O.O.O.O.O.O.O.S
HOMO level	-0.3443	Eh
charge	0
orbital gap	9.47	eV

Each line ends with the natural charge from an NBO analysis.
Cartesian coordinates (Å):
O 2.38 -0.59 0.47  -0.971
H 2.58 -0.34 1.38  0.474
H 1.98 -1.46 0.55  0.489
O -0.89 -1.84 -2.11  -0.946
H -1.53 -2.53 -2.32  0.477
H -0.10 -2.10 -2.59  0.485
O -3.23 2.16 1.05  -0.968
H -2.81 1.32 1.33  0.491
H -2.97 2.78 1.74  0.463
O -0.29 3.40 -1.91  -0.954
H -1.08 2.99 -1.52  0.483
H -0.04 2.89 -2.69  0.472
O 0.19 -2.40 0.51  -0.996
H -0.52 -2.32 1.17  0.493
H -0.11 -2.46 -0.41  0.497
O -2.12 -0.40 0.84  -0.969
H -1.22 -0.50 0.53  0.498
H -2.70 -0.54 0.08  0.482
O 1.31 -1.21 3.26  -0.947
H 1.06 -0.71 4.04  0.474
H 1.57 -2.07 3.58  0.474
S 2.79 1.95 -2.96  -0.327
H 2.22 2.68 -1.99  0.164
H 3.54 1.29 -2.06  0.161

---

Stability check: which of them is most stable? (ii).

---

(i)
8 unconnected molecules or ions with the total composition H16O8. Source: the OMol25 dataset; level of theory: ωB97M-V/def2-TZVPD.

spin multiplicity	1
SMILES	O.O.O.O.O.O.O.O
HOMO level	-0.3778	Eh
charge	0
orbital gap	10.04	eV

Each line ends with the natural charge from an NBO analysis.
Cartesian coordinates (Å):
O 28.60 -6.94 -6.35  -0.976
H 28.09 -7.68 -6.65  0.489
H 29.27 -7.39 -5.82  0.485
O 31.33 -4.61 -7.66  -0.940
H 31.03 -5.45 -7.94  0.478
H 31.13 -4.64 -6.75  0.451
O 30.11 -6.08 -11.42  -0.961
H 30.28 -6.30 -10.52  0.487
H 30.39 -5.20 -11.51  0.468
O 28.15 -4.57 -8.24  -0.944
H 28.08 -5.46 -7.98  0.473
H 28.19 -4.47 -9.18  0.471
O 30.86 -8.57 -5.59  -0.942
H 30.50 -8.95 -4.76  0.475
H 31.45 -7.89 -5.30  0.483
O 30.26 -6.96 -8.55  -1.018
H 30.01 -7.87 -8.79  0.493
H 29.68 -6.91 -7.79  0.486
O 29.19 -9.20 -9.57  -0.967
H 28.95 -10.14 -9.38  0.491
H 29.07 -9.10 -10.52  0.505
O 27.46 -9.23 -7.47  -0.951
H 28.19 -9.74 -7.14  0.469
H 27.66 -8.99 -8.38  0.494

---

(ii)
8 unconnected molecules or ions with the total composition H16O8. Source: the OMol25 dataset; level of theory: ωB97M-V/def2-TZVPD.

spin multiplicity	1
HOMO level	-0.3960	Eh
charge	0
orbital gap	9.64	eV

Each line ends with the natural charge from an NBO analysis.
Cartesian coordinates (Å):
O 1.58 2.00 -0.82  -0.848
H 1.44 1.91 -1.84  0.584
H 1.42 2.89 -0.26  0.597
H 0.91 1.25 -0.60  0.572
O -0.15 0.19 0.16  -1.242
H 0.00 0.01 1.06  0.469
O 2.14 -1.16 0.14  -0.977
H 1.97 -1.92 -0.45  0.489
H 1.43 -0.59 0.16  0.476
O 2.38 -2.10 2.78  -0.929
H 1.48 -2.01 3.03  0.443
H 2.16 -1.89 1.92  0.471
O -2.14 -1.66 0.01  -0.987
H -2.04 -2.53 0.34  0.474
H -1.40 -1.09 0.07  0.491
O -1.84 1.70 -1.13  -1.038
H -2.77 1.18 -1.12  0.476
H -1.27 1.03 -0.51  0.496
O -1.62 1.99 1.65  -0.938
H -1.33 1.18 1.41  0.456
H -2.09 2.32 0.96  0.474
O 0.24 -0.81 -2.52  -0.978
H -0.49 -1.36 -2.82  0.481
H -0.03 -0.52 -1.64  0.488

---

Stability check: which of them is most stable? (i).

---

(i)
8 unconnected molecules or ions with the total composition H16O8. Source: the OMol25 dataset; level of theory: ωB97M-V/def2-TZVPD.

spin multiplicity	1
SMILES	O.O.O.O.O.O.O.O
HOMO level	-0.3843	Eh
charge	0
orbital gap	10.04	eV

Each line ends with the natural charge from an NBO analysis.
Cartesian coordinates (Å):
O -2.40 -1.69 0.66  -0.991
H -1.50 -1.37 0.52  0.478
H -3.00 -1.17 1.09  0.482
O -0.15 -0.33 0.53  -0.991
H -0.16 -0.39 -0.36  0.504
H 0.42 -0.93 1.08  0.532
O 3.38 -0.30 0.96  -0.919
H 2.50 -0.57 0.90  0.457
H 3.59 -0.18 -0.03  0.461
O -1.82 1.57 1.06  -0.999
H -1.26 0.76 0.67  0.486
H -1.28 2.06 1.69  0.463
O 1.37 -2.19 2.11  -0.962
H 0.82 -2.27 2.94  0.498
H 1.26 -3.10 1.69  0.495
O -0.05 -0.65 -2.30  -0.969
H -0.02 -1.53 -2.75  0.491
H 0.79 -0.31 -2.89  0.492
O 0.86 3.01 -0.10  -0.939
H 0.58 2.04 -0.01  0.470
H 1.33 3.10 0.80  0.467
O -1.93 1.31 -3.07  -0.951
H -1.94 2.33 -2.58  0.481
H -1.38 0.77 -2.61  0.466

---

(ii)
8 unconnected molecules or ions with the total composition H16O8. Source: the OMol25 dataset; level of theory: ωB97M-V/def2-TZVPD.

spin multiplicity	1
SMILES	O.O.O.O.O.O.O.O
HOMO level	-0.3862	Eh
charge	0
orbital gap	10.21	eV

Each line ends with the natural charge from an NBO analysis.
Cartesian coordinates (Å):
O 0.46 -1.48 -1.54  -0.941
H 0.28 -0.75 -0.96  0.485
H -0.10 -2.25 -1.26  0.478
O 3.37 1.60 0.80  -0.932
H 3.30 1.17 -0.02  0.475
H 2.67 1.27 1.30  0.460
O -1.32 -1.02 -3.29  -0.960
H -2.07 -0.49 -2.97  0.442
H -0.75 -1.16 -2.55  0.470
O 1.06 -0.49 2.33  -0.970
H 1.23 -0.62 3.27  0.499
H 1.46 -1.24 1.92  0.495
O -2.74 -0.20 -0.05  -0.978
H -3.15 0.36 -0.72  0.498
H -3.39 -0.90 0.08  0.499
O -1.41 -1.61 1.94  -0.964
H -0.69 -1.04 2.16  0.472
H -1.84 -1.14 1.22  0.465
O 1.43 2.90 -1.02  -0.970
H 0.84 2.14 -0.84  0.481
H 1.91 3.01 -0.24  0.464
O 0.03 0.82 -0.14  -0.968
H 0.29 0.64 0.77  0.499
H -0.89 0.49 -0.18  0.501

---

(iii)
A molecular structure, H16O8. Source: the OMol25 dataset; level of theory: ωB97M-V/def2-TZVPD.

spin multiplicity	1
HOMO level	-0.3403	Eh
charge	0
orbital gap	8.89	eV

Each line ends with the natural charge from an NBO analysis.
Cartesian coordinates (Å):
O -0.01 -2.49 -1.02  -0.984
H 0.45 -1.69 -1.27  0.432
H 0.38 -2.74 -0.18  0.464
O 0.03 0.47 0.24  -0.922
H -0.89 0.50 0.50  0.491
H 0.04 -0.08 -0.54  0.478
O -0.33 0.37 3.07  -0.935
H -0.47 -0.47 3.51  0.445
H -1.01 0.40 2.39  0.430
O 1.08 2.36 0.19  -1.030
H 0.72 1.48 0.10  0.447
H 1.26 2.45 1.12  0.457
O -1.70 -0.08 -1.70  -0.902
H -1.92 0.76 -2.10  0.479
H -1.13 -0.51 -2.33  0.435
O 2.72 -0.19 -0.19  -0.900
H 1.94 -0.65 -0.48  0.455
H 2.83 0.52 -0.81  0.445
O 0.94 -0.63 -1.64  -0.895
H 1.69 -0.09 -1.87  0.526
H 0.35 -0.56 -2.39  0.492
O -1.99 0.29 1.61  -0.926
H -2.86 0.44 1.25  0.510
H -2.13 0.14 2.54  0.506

---

(iv)
8 unconnected molecules or ions with the total composition H16O8. Source: the OMol25 dataset; level of theory: ωB97M-V/def2-TZVPD.

spin multiplicity	1
SMILES	O.O.O.O.O.O.O.O
HOMO level	-0.4135	Eh
charge	0
orbital gap	10.91	eV

Each line ends with the natural charge from an NBO analysis.
Cartesian coordinates (Å):
O 0.07 -0.66 -0.60  -0.950
H 0.32 0.21 -0.89  0.483
H 0.69 -1.09 0.06  0.466
O -1.37 -0.38 3.95  -0.929
H -1.53 -0.67 3.05  0.470
H -0.54 -0.70 4.16  0.459
O 0.21 3.33 -2.56  -0.928
H -0.46 3.55 -1.80  0.461
H 0.49 2.44 -2.27  0.468
O 2.61 -3.44 2.72  -0.947
H 2.86 -2.83 2.04  0.469
H 1.64 -3.36 2.98  0.479
O -3.26 -2.64 -0.70  -0.947
H -2.28 -2.75 -0.70  0.480
H -3.65 -3.26 -0.06  0.468
O -2.94 1.13 -3.04  -0.942
H -3.87 1.16 -3.28  0.470
H -2.52 1.91 -3.47  0.473
O 1.52 2.97 0.79  -0.922
H 0.54 3.09 0.69  0.462
H 1.77 3.75 1.13  0.461
O 2.94 -0.50 -1.01  -0.916
H 2.82 -0.81 -0.17  0.445
H 3.93 -0.44 -1.02  0.470

---

Stability check: which of them is most stable? (ii).